Record 1
This record from the Open Molecules 2025 dataset describes C21H30MnN2Si as an isolated structure in a non-equilibrium geometry. The level of theory is ωB97M-V/def2-TZVPD.

The geometry in XYZ format:
```
55
Properties=species:S:1:pos:R:3:forces:R:3:nbo_charge:R:1
Mn 0.480 -1.549 -0.219 -1.74 2.85 2.45 1.1472
Si 0.080 0.893 0.569 0.72 -1.90 -0.39 0.4684
N 0.948 -2.342 1.652 0.43 -0.26 1.53 -0.8745
N -1.364 -2.527 0.143 -1.65 -1.03 0.04 -0.8777
C 3.019 3.534 -1.947 -0.19 -0.10 -0.01 -0.2345
C 1.648 3.806 -1.983 0.02 -0.26 0.21 -0.2129
C 2.254 -1.257 -1.430 0.15 -0.90 -1.23 -0.3616
C 3.513 2.552 -1.082 -0.18 0.00 0.20 -0.2093
C -1.712 -3.212 1.429 -0.18 0.65 -0.80 -0.2111
C -2.545 1.889 1.001 -0.59 0.15 -0.50 -0.1525
C -4.225 2.115 -0.736 0.17 -0.12 0.10 -0.2319
C 2.157 -2.623 -0.994 0.54 -0.34 -1.64 -0.3844
C 0.785 -3.797 1.886 0.64 0.52 0.75 -0.2112
C -0.669 -4.271 1.739 0.04 -0.41 0.33 -0.4329
C 0.948 -3.184 -1.544 1.24 -0.19 -1.32 -0.4159
C -3.814 2.322 0.587 0.12 -0.31 -0.11 -0.2302
C 2.638 1.838 -0.261 -0.24 0.34 -0.44 -0.2450
C 0.397 3.608 2.333 -0.48 0.54 0.14 -0.8377
C 0.317 -2.164 -2.329 0.66 -0.31 -0.97 -0.3822
C -2.103 1.052 -1.233 -0.44 0.38 0.18 -0.2335
C -3.375 1.460 -1.641 0.02 0.04 0.35 -0.2032
C 1.246 2.052 -0.337 0.18 0.52 0.19 -0.3333
C -1.662 1.301 0.083 -0.47 0.44 0.21 -0.4774
C 1.112 -0.978 -2.255 0.88 -0.83 -0.68 -0.3397
C 0.767 3.075 -1.176 0.47 -0.15 -0.18 -0.2432
H -0.330 3.148 1.638 0.79 0.28 0.34 0.2118
H 0.340 -1.785 2.261 0.24 -0.28 -0.04 0.3822
H -0.941 -4.743 2.692 -0.15 -0.02 -0.26 0.2251
H -4.478 2.813 1.301 0.13 -0.14 -0.23 0.2093
H 2.923 -3.182 -0.456 -0.32 0.26 0.00 0.2307
H -2.235 2.025 2.041 -0.08 0.08 -0.36 0.2052
H 0.724 4.574 1.914 -0.13 -0.35 0.29 0.2135
H -1.794 -2.441 2.215 0.09 -0.31 -0.25 0.1987
H -2.070 -1.840 -0.126 -0.04 -0.07 0.28 0.3957
H 3.067 -0.572 -1.223 -0.24 -0.12 0.04 0.2490
H 0.924 -0.057 -2.795 -0.01 -0.07 0.30 0.2492
H 1.137 -3.998 2.915 -0.14 -0.28 -0.43 0.1883
H -0.161 3.759 3.268 0.26 0.20 -0.11 0.2025
H 1.251 4.570 -2.650 0.16 -0.11 0.14 0.2087
H 1.899 -2.025 1.868 -0.32 -0.31 0.00 0.3914
H -0.307 3.286 -1.219 0.36 -0.08 0.00 0.2158
H -5.215 2.444 -1.057 0.29 -0.07 0.08 0.2109
H 4.580 2.323 -1.053 -0.23 0.17 -0.01 0.2062
H 3.035 1.084 0.426 -0.13 0.17 -0.25 0.1981
H -2.701 -3.673 1.307 0.21 -0.02 0.39 0.2023
H -1.444 0.563 -1.954 -0.08 0.12 0.24 0.2088
H -3.705 1.264 -2.661 0.04 0.10 0.23 0.2087
H -0.703 -5.065 0.979 -0.14 0.22 0.10 0.2125
H 1.267 2.978 2.553 -0.41 0.11 -0.37 0.2153
H -1.389 -3.232 -0.602 -0.05 0.25 0.32 0.3777
H -0.559 -2.299 -2.973 0.31 0.11 0.46 0.2353
H 0.654 -4.233 -1.502 0.02 0.36 0.13 0.2292
H 1.454 -4.330 1.195 -0.25 0.23 0.16 0.2060
H 3.700 4.077 -2.601 -0.14 -0.10 0.15 0.2093
H 0.239 0.973 2.043 -0.19 0.35 0.22 -0.1770
```
Positions in Å, forces in eV/Å.

Properties
- Net charge: 0
- Spin multiplicity: 6
- LUMO energy (alpha / beta): 0.011 / 0.009 Eh
- Strongest force on any atom: 4.14 eV/Å
- Orbital gap (alpha / beta): 5.3 / 6.7 eV
- HOMO level (alpha / beta): -5.0143 / -6.4451 eV
- ⟨S²⟩: 8.76

***

Record 2
This record from the Open Molecules 2025 dataset describes C21H30MoN2Si as an isolated structure in a non-equilibrium geometry. The level of theory is ωB97M-V/def2-TZVPD.

The geometry in XYZ format:
```
55
Properties=species:S:1:pos:R:3:forces:R:3:nbo_charge:R:1
Mo 0.993 1.130 0.208 -2.88 0.80 1.07 1.0001
Si -1.471 -0.677 -0.616 1.08 -2.82 -1.20 1.1092
N 0.463 1.694 2.232 -0.15 0.11 0.50 -0.7855
N 0.359 3.204 -0.408 0.73 -1.89 -0.79 -0.7964
C 0.644 -3.385 -3.232 0.24 0.42 0.29 -0.2040
C -0.718 3.846 1.694 -0.06 1.64 -0.01 -0.4556
C 0.295 -0.662 -2.947 -0.59 0.39 -0.12 -0.2613
C -0.389 -2.391 1.331 0.37 -0.88 0.43 -0.2510
C 0.899 -1.153 -4.108 -0.01 0.00 0.59 -0.1962
C 0.076 -2.856 -2.063 -0.97 -0.10 0.13 -0.1714
C 3.100 1.395 1.052 0.92 -0.65 -1.13 -0.2343
C -2.811 -2.756 2.683 0.07 0.24 -0.04 -0.1869
C -0.803 2.458 2.326 -0.49 0.52 0.17 -0.2409
C 3.063 1.863 -0.314 1.09 -1.61 0.23 -0.2477
C -0.463 -3.290 2.400 0.03 0.22 0.20 -0.1933
C -2.875 -0.644 -1.832 -1.17 -0.65 -0.88 -0.9890
C -1.676 -3.507 3.041 -0.59 0.46 0.35 -0.1649
C -1.531 -1.749 0.877 0.03 0.21 0.61 -0.3979
C 2.458 -0.402 -0.291 0.79 0.40 -0.68 -0.2798
C 1.036 -2.529 -4.260 0.29 0.01 0.32 -0.1787
C -2.719 -1.852 1.629 0.04 -0.45 -0.11 -0.2103
C 2.708 0.002 1.074 0.70 0.49 -0.58 -0.2786
C 0.416 4.178 0.707 -0.39 0.04 -0.60 -0.2223
C -0.206 -1.482 -1.919 0.73 -0.04 -0.65 -0.3799
C 2.672 0.745 -1.153 1.48 -0.34 0.25 -0.2820
H 1.273 -0.441 -4.850 -0.24 -0.39 0.12 0.2334
H 0.984 3.375 -1.215 -0.55 0.44 0.72 0.4227
H -0.585 3.068 -0.792 0.31 0.58 0.26 0.4172
H -0.281 -3.564 -1.318 0.13 0.11 0.02 0.2207
H -0.585 4.581 2.489 0.01 -0.02 0.13 0.2517
H 1.239 2.194 2.675 -0.39 -0.11 0.04 0.4177
H 2.262 -1.408 -0.648 -0.14 0.22 0.09 0.2969
H -1.581 1.877 1.829 0.09 -0.21 0.03 0.2201
H -0.742 0.647 -0.540 1.32 1.34 0.01 -0.1845
H 3.550 1.946 1.883 -0.64 -0.05 -0.21 0.2806
H -1.753 -4.176 3.897 0.14 0.03 -0.32 0.2429
H -2.995 -1.743 -2.049 0.17 1.05 -0.32 0.2766
H 1.399 4.175 1.224 -0.44 -0.31 -0.56 0.2099
H -1.135 2.628 3.368 0.33 -0.49 -0.38 0.2456
H 2.720 0.709 -2.250 -0.32 0.14 0.67 0.2984
H 3.531 2.784 -0.678 -0.75 -0.11 0.23 0.2871
H -3.758 -2.818 3.241 0.62 -0.18 -0.26 0.2449
H 0.431 -3.789 2.767 -0.14 -0.02 -0.19 0.2328
H -3.878 -0.243 -1.580 0.84 -0.02 -0.11 0.2631
H 2.747 -0.676 1.933 -0.26 0.45 -0.29 0.2866
H 0.362 0.817 2.746 -0.01 0.09 0.12 0.4231
H -2.357 -0.075 -2.641 -0.82 -0.53 0.13 0.2574
H 0.328 5.149 0.192 -0.28 0.02 0.97 0.2460
H -1.711 4.120 1.286 0.52 -0.28 -0.08 0.2485
H -2.436 0.168 0.115 -0.45 1.76 0.87 0.0550
H 0.117 0.419 -2.939 0.05 -0.12 0.22 0.1947
H 0.573 -2.270 0.836 -0.20 -0.03 -0.12 0.2027
H -3.581 -1.244 1.356 0.05 -0.19 0.02 0.2221
H 1.515 -2.927 -5.139 -0.04 -0.10 -0.19 0.2406
H 0.822 -4.462 -3.308 -0.17 0.42 0.01 0.2443
```
Positions in Å, forces in eV/Å.

Properties
- Net charge: +2
- Spin multiplicity: 3
- LUMO energy (alpha / beta): -0.346 / -0.349 Eh
- Strongest force on any atom: 3.25 eV/Å
- Orbital gap (alpha / beta): 4.3 / 3.8 eV
- HOMO level (alpha / beta): -13.7251 / -13.3273 eV
- ⟨S²⟩: 2.26

***

Record 3
This record from the Open Molecules 2025 dataset describes an isolated ion of composition C21H30N2 and charge +2 in a non-equilibrium geometry. The level of theory is ωB97M-V/def2-TZVPD.

The geometry in XYZ format:
```
53
Properties=species:S:1:pos:R:3:forces:R:3:nbo_charge:R:1
N -0.848 2.322 0.506 5.08 -1.68 -1.01 -0.3335
N 6.389 -1.120 -1.341 -3.38 2.56 0.43 -0.3384
C 3.566 0.435 -0.640 3.47 -1.72 -1.10 -0.0011
C 1.886 2.757 -0.025 -3.27 -2.94 0.42 -0.1980
C 0.817 0.163 -0.142 -0.02 4.82 0.53 -0.1940
C -5.556 -1.956 -1.093 -0.21 -0.68 -0.42 -0.4130
C -6.526 -1.006 -2.010 0.79 0.75 -0.34 -0.6373
C -3.479 2.040 0.782 -0.82 -0.60 0.33 -0.4537
C 8.577 -2.616 1.027 -1.86 -0.39 -3.15 -0.3506
C -5.389 -1.491 0.469 -0.57 -0.43 0.33 -0.4220
C 4.961 0.694 0.230 0.04 -2.53 -3.04 -0.1915
C 5.185 -1.402 -2.231 -1.18 2.98 3.22 0.0987
C 6.333 -0.114 -0.173 -3.88 0.38 -1.04 0.0881
C 3.733 -0.637 -1.912 2.67 0.63 2.29 -0.1935
C 7.863 -2.894 -0.259 1.89 0.42 3.43 -0.2663
C 7.761 -1.803 -1.520 0.38 -1.61 1.50 -0.2737
C -2.148 2.988 0.906 -2.54 0.96 -0.80 -0.2525
C 0.368 3.260 0.361 2.04 -2.76 -0.72 0.0967
C 2.135 1.155 -0.288 -3.39 0.21 0.86 -0.0062
C -0.655 0.842 0.260 3.23 0.85 -0.43 0.1138
C -5.308 0.564 2.241 -0.75 -0.65 -0.22 -0.4148
C -3.734 1.026 2.044 -0.01 -0.55 1.04 -0.4309
C -5.994 -0.013 0.831 -0.12 0.21 0.87 -0.4292
H 7.312 -3.949 -0.337 1.77 2.38 -0.38 0.2515
H -5.974 -3.072 -1.163 0.96 2.47 0.39 0.2240
H -2.147 3.464 1.974 0.57 -1.19 -1.92 0.2662
H -5.990 1.429 2.696 1.70 -1.68 -1.14 0.2303
H 5.266 -2.152 -3.140 0.11 1.72 2.22 0.2958
H 8.693 -1.513 1.441 0.43 -2.42 -1.30 0.2011
H -5.988 -2.278 1.138 1.43 1.81 -1.33 0.2288
H -4.423 2.758 0.732 2.16 -1.32 0.03 0.2666
H -7.471 -0.581 -1.467 1.85 -1.03 -0.88 0.2240
H 9.026 -3.482 1.704 -1.70 1.92 -1.45 0.2646
H -5.856 0.803 0.004 -0.17 -1.72 1.35 0.2018
H -4.254 -1.574 0.783 -2.23 0.23 -0.61 0.1827
H -5.373 -0.333 3.027 0.40 2.03 -1.63 0.2312
H -7.165 -0.126 0.996 2.54 0.33 -0.30 0.2374
H -3.391 1.489 3.089 -0.63 -0.75 -2.36 0.2275
H 7.818 -2.414 -2.525 -0.35 1.49 2.03 0.2726
H -5.863 -0.072 -2.341 -1.61 -1.88 0.58 0.1938
H 2.786 3.506 -0.104 -2.21 -1.49 0.18 0.2913
H 2.805 -0.886 -2.600 2.26 0.58 1.54 0.2833
H -3.512 1.371 -0.198 0.28 1.69 1.84 0.2340
H -3.097 0.032 1.930 -1.24 2.04 0.13 0.1905
H 7.306 0.084 0.489 -2.31 -0.76 -1.93 0.2909
H -4.481 -1.995 -1.565 -2.14 0.14 0.68 0.1908
H 4.960 1.456 1.141 0.15 -1.93 -2.19 0.2896
H -2.308 3.885 0.134 0.55 -1.99 1.65 0.2535
H 8.641 -1.014 -1.461 -2.13 -1.59 -0.13 0.2721
H -1.542 0.075 0.369 1.71 2.18 -0.12 0.2940
H -6.879 -1.549 -2.986 0.78 0.96 1.96 0.2366
H 0.939 -0.988 -0.323 -0.53 2.51 0.50 0.2855
H 0.226 4.430 0.537 -0.04 -2.98 -0.37 0.2909
```
Positions in Å, forces in eV/Å.

Properties
- Net charge: +2
- LUMO energy: -0.300 Eh
- Strongest force on any atom: 5.44 eV/Å
- Orbital gap: 6.2 eV
- HOMO level: -14.3245 eV

***

Record 4
This record from the Open Molecules 2025 dataset describes one molecule with the formula C21H30N2O4. The level of theory is ωB97M-V/def2-TZVPD.

The geometry in XYZ format:
```
57
Properties=species:S:1:pos:R:3:forces:R:3:nbo_charge:R:1
O -1.857 3.804 -0.955 -0.17 0.32 0.01 -0.6415
O 5.616 -1.085 -2.136 0.15 -0.04 -0.01 -0.5239
O -5.272 -2.624 -0.964 0.24 0.24 -0.11 -0.5110
O 0.028 -1.038 2.084 -0.35 -0.08 0.09 -0.6376
N -1.427 1.608 -0.733 -0.04 -0.27 -0.27 -0.4335
N 2.194 -0.505 1.810 0.30 -0.20 0.20 -0.4484
C 4.170 -1.632 -0.251 -0.08 0.14 -0.43 -0.4355
C -4.371 1.316 -0.058 -0.05 0.06 0.07 -0.2442
C -3.969 -0.712 -1.269 -0.10 -0.01 0.02 -0.2822
C 4.732 0.730 -0.777 -0.18 -0.30 -0.31 -0.4321
C -6.320 -3.311 -0.327 -0.17 -0.11 0.11 -0.2530
C -3.637 0.602 -1.001 -0.08 -0.20 -0.05 -0.0103
C 2.580 -1.504 2.787 -0.18 -0.16 0.18 -0.4185
C -5.421 0.706 0.598 0.13 0.14 -0.03 -0.1774
C 3.271 0.259 1.214 -0.07 0.12 -0.59 -0.1955
C 3.651 -0.193 -0.208 0.32 0.09 0.38 -0.2261
C -0.194 3.221 0.646 -0.09 0.01 0.11 -0.4918
C -5.035 -1.329 -0.612 0.02 0.09 0.01 0.3923
C -0.819 0.472 -0.073 0.20 -0.33 0.33 -0.2002
C 0.463 0.835 0.669 -0.38 -0.13 0.21 -0.3097
C 4.626 -1.971 -1.673 -0.12 -0.25 0.28 -0.0618
C -5.761 -0.611 0.330 -0.14 -0.39 -0.05 -0.3385
C 0.158 2.050 1.549 0.20 0.09 -0.18 -0.3931
C -2.470 1.264 -1.686 -0.09 0.23 -0.16 -0.2460
C 5.152 0.243 -2.166 0.04 0.37 0.14 -0.0609
C 0.873 -0.331 1.566 -0.02 0.21 -0.32 0.7007
C -1.247 2.904 -0.404 0.34 0.33 0.11 0.6851
H 3.387 -2.331 0.045 -0.01 -0.08 0.08 0.2168
H 4.368 1.756 -0.848 0.01 0.09 0.02 0.2104
H 1.680 -2.027 3.104 0.15 -0.01 0.02 0.2526
H 5.075 -2.965 -1.708 -0.12 0.04 -0.03 0.1961
H 3.283 -2.218 2.360 0.05 -0.01 0.00 0.1947
H -6.588 -1.059 0.858 -0.06 -0.08 0.02 0.2182
H -3.417 -1.290 -1.993 0.11 -0.07 -0.10 0.2159
H -6.319 -4.313 -0.753 -0.04 0.06 0.06 0.1996
H -7.289 -2.838 -0.520 0.04 -0.01 0.02 0.1752
H -2.787 2.203 -2.149 0.07 -0.21 -0.01 0.2598
H 5.979 0.840 -2.554 -0.12 0.01 -0.03 0.1958
H -0.605 -0.285 -0.837 -0.04 0.02 0.06 0.1983
H -2.050 0.604 -2.452 -0.03 0.04 0.04 0.1952
H -0.561 4.070 1.224 -0.01 -0.01 -0.13 0.2415
H 4.145 0.147 1.861 -0.03 0.07 -0.01 0.2085
H 4.298 0.325 -2.858 0.07 0.01 0.02 0.1569
H 3.040 -1.024 3.654 0.04 -0.03 0.01 0.1918
H 1.014 2.305 2.178 -0.03 -0.01 0.04 0.2114
H 0.694 3.563 0.105 -0.04 0.02 0.00 0.2229
H -6.158 -3.379 0.754 -0.02 0.02 -0.04 0.1765
H 3.758 -1.949 -2.351 0.06 -0.03 0.02 0.1569
H 3.015 1.322 1.195 0.06 0.01 0.04 0.2009
H -0.680 1.808 2.205 0.01 -0.06 0.05 0.2203
H -5.992 1.258 1.330 -0.05 0.05 0.05 0.2133
H 2.766 -0.137 -0.852 -0.03 0.04 0.01 0.1963
H -1.524 0.027 0.640 0.16 0.00 -0.14 0.2286
H 1.238 1.095 -0.051 0.04 0.02 0.02 0.2088
H -4.113 2.343 0.149 0.03 0.15 0.03 0.2231
H 5.020 -1.736 0.426 0.03 -0.05 0.09 0.2029
H 5.604 0.716 -0.120 0.07 0.05 0.05 0.2050
```
Positions in Å, forces in eV/Å.

Properties
- SMILES: COc1cccc(CN2C[C@H](C(=O)N(C)CC3CCOCC3)CCC2=O)c1
- Net charge: 0
- LUMO energy: 0.022 Eh
- Strongest force on any atom: 0.61 eV/Å
- Orbital gap: 9.1 eV
- HOMO level: -8.4440 eV